1.
ORCA calculation (ωB97M-V with the def2-TZVPD basis set) on 5 unconnected molecules or ions with the total composition C3H16O5 at a distorted geometry.

Each line ends with the Löwdin charge.
Cartesian coordinates (Å):
H 2.80442 1.07824 -0.89158  0.073
C 2.14197 1.38493 -0.04865  -0.095
O 0.85062 -1.72116 0.11195  -0.101
H -2.49099 0.74168 0.97166  0.004
H 2.45761 -1.96953 -2.02034  0.033
O -2.07894 0.55106 -2.59016  -0.057
O 2.94493 -1.33006 -1.49896  -0.073
H -0.67971 -0.53652 0.54047  0.082
H 2.01894 2.42968 -0.08668  0.052
H -3.27904 0.70939 -0.35691  0.021
H 1.22901 -2.30615 0.77760  0.096
H -2.68546 -1.55478 2.00890  0.046
H 2.75374 0.98559 0.74089  0.073
H 0.41757 0.56669 -1.27350  0.092
O -3.10239 1.24694 0.42252  -0.052
H -2.35510 1.31448 -2.05658  0.032
H -1.31092 0.16464 -2.13952  0.016
O -1.86823 -1.38151 2.48400  -0.047
H 2.31901 -0.96394 -0.84861  -0.018
C 0.42314 -0.46407 0.73400  -0.226
H 0.02184 1.43765 0.21333  0.108
C 0.75366 0.72175 -0.24780  -0.232
H 0.74955 -0.14864 1.72670  0.126
H -2.03525 -0.95636 3.32727  0.047

Calculated values
DFT total energy, eV: -13606.6975
Energy above the lowest of the compared OMol25 structures with the same formula, charge and spin, kJ/mol: 174.85
Largest force on an atom, eV/Å: 4.39
Highest occupied orbital energy, eV: -10.211
E_LUMO, Ha: 0.00843
HOMO-LUMO gap, eV: 10.44

2.
ORCA calculation (ωB97M-V with the def2-TZVPD basis set) on 2 unconnected molecules or ions with the total composition C5H13NO2Si at a distorted geometry.

Each line ends with the Löwdin charge.
Cartesian coordinates (Å):
H -0.49204 -2.44987 1.77400  0.104
C 0.72649 -0.41459 -1.63874  -0.163
H 0.38136 -0.50414 -3.74365  0.066
H 3.05395 0.24587 0.04265  0.062
H -0.65551 -1.47188 -2.51639  -0.007
C 2.24719 0.61266 0.59695  0.005
N -0.61554 1.23312 -0.28369  -0.069
C 0.40362 -0.66641 -0.22407  -0.640
H 2.43330 1.03147 1.67067  0.124
H -2.74482 1.26992 1.27657  -0.105
C -1.15387 -1.77997 1.22647  -0.009
H -0.42427 1.15642 2.15764  -0.021
O -0.51866 -1.58174 -0.07524  -0.043
O 1.28385 -0.54706 0.64965  -0.031
H -1.15905 1.01767 -1.07771  0.016
H 1.57724 0.22455 -1.81425  0.090
H -1.41713 3.21248 0.96281  -0.042
H 1.76538 1.43780 -0.02223  0.090
C 0.11037 -0.87612 -2.73027  -0.009
H -2.19666 -1.99480 1.00817  0.101
Si -1.42850 1.66596 1.07000  0.481
H -1.17669 -0.82134 1.69066  -0.002

Calculated values
DFT total energy, eV: -18850.8575
Energy above the lowest of the compared OMol25 structures with the same formula, charge and spin, kJ/mol: 359.44
<S²>: 2.017
Largest force on an atom, eV/Å: 8.16
Highest occupied orbital energy (alpha / beta), eV: -4.761 / -8.906
Spin multiplicity: 3
E_LUMO (alpha / beta), Ha: 0.02926 / -0.07256
HOMO-LUMO gap (alpha / beta), eV: 5.56 / 6.93

Number 1 is which compound?
C3H16O5

Which value of energy above the lowest of the compared OMol25 structures with the same formula, charge and spin does entry 2 give?
359.44 kJ/mol

Number 2 is which compound?
C5H13NO2Si